ORCA calculation (wB97M-V/def2-TZVPD) on an isolated ion of composition C3H10NS2 and charge +1 at a distorted geometry.

Calculated values
E_tot = -26426.7896 eV
LUMO level = -3.4907 eV
Largest force on an atom = 2.1 eV/A
Energy relative to the best compared isomer or geometry (same formula, charge and spin) = 73.3 kJ/mol
Orbital gap = 9.128 eV
Total charge = +1
SMILES = CSSCC[NH3+]
2S+1 = 1

XYZ file:
```
16
Properties=species:S:1:pos:R:3:forces:R:3
N -0.02750 0.75815 -2.04940 1.36 -1.59 0.45
C -0.54977 1.42110 -0.81993 0.73 1.32 -0.52
C 0.48734 1.30570 0.30420 -0.34 -0.16 0.09
S 1.33537 -0.31101 0.42709 -1.52 -0.13 -0.59
S -0.48007 -1.49593 0.46054 1.66 0.43 0.73
C -0.09256 -2.46156 1.97175 -1.50 0.55 0.80
H 0.51554 -0.07345 -1.69651 -0.67 -0.18 0.03
H -0.73727 0.44139 -2.70131 0.00 0.19 -0.29
H 0.77731 1.20072 -2.50013 -0.63 0.81 -0.33
H -0.58751 2.48550 -1.07883 -0.48 -0.18 0.18
H -1.54866 1.05389 -0.62355 0.09 -0.27 0.18
H -0.04319 1.46927 1.23412 0.05 0.24 0.20
H 1.21453 2.10619 0.14185 0.23 -0.31 0.30
H -0.55323 -2.07302 2.89178 -0.13 0.58 -0.50
H -0.67201 -3.37351 1.81491 1.01 -0.48 -0.06
H 0.96168 -2.45344 2.22341 0.14 -0.81 -0.67
```
Forces are in eV/Å.

ORCA calculation (wB97M-V/def2-TZVPD) on an isolated molecule of C4H6N2O2 at a distorted geometry.

Calculated values
E_tot = -11315.7675 eV
LUMO level = 0.9211 eV
Largest force on an atom = 2.3 eV/A
Energy relative to the best compared isomer or geometry (same formula, charge and spin) = 508.9 kJ/mol
Orbital gap = 9.706 eV
SMILES = [H]/N=c1\ccon1OC
2S+1 = 1

XYZ file:
```
14
Properties=species:S:1:pos:R:3:forces:R:3
C -1.97034 -0.42307 0.41508 -0.39 -1.41 0.20
C 1.75558 -0.94269 -0.04450 0.66 -0.70 1.38
C 1.82722 0.39035 -0.10873 0.99 0.10 -0.03
C 0.49965 0.84577 -0.41978 -1.84 0.30 -0.17
H -1.26217 -0.03467 1.16644 -0.49 0.44 -0.67
H -2.21300 -1.45077 0.80563 -0.06 0.85 -0.64
H -2.88694 0.15953 0.21942 0.63 -0.12 0.61
H 2.47229 -1.61229 0.42398 0.01 -0.02 -0.59
H 2.75631 0.91199 0.09381 -0.53 0.24 0.11
H 0.18575 2.74854 -0.06415 0.03 -0.76 -0.08
N -0.09133 -0.38414 -0.93877 1.35 1.03 -0.56
N -0.28188 1.86048 -0.29651 1.22 -0.27 -0.36
O -1.36798 -0.57612 -0.91429 -2.17 0.08 0.89
O 0.57685 -1.49290 -0.33764 0.59 0.25 -0.08
```
Forces are in eV/Å.

ORCA calculation (wB97M-V/def2-TZVPD) on an isolated molecule of C4H5NO at a distorted geometry.

Calculated values
E_tot = -7765.1240 eV
LUMO level = 0.8330 eV
Largest force on an atom = 1.1 eV/A
Energy relative to the best compared isomer or geometry (same formula, charge and spin) = 135.3 kJ/mol
Orbital gap = 11.345 eV
SMILES = N#C[C@@H]1C[C@@H]1O
2S+1 = 1

XYZ file:
```
11
Properties=species:S:1:pos:R:3:forces:R:3
O 1.71013 -0.15958 -0.46182 -0.03 -0.15 0.00
C 0.78516 0.32586 0.45276 -0.05 0.06 0.26
C -0.33940 1.14367 -0.08807 0.03 0.10 -0.07
C -0.62240 -0.24175 0.47058 -0.08 -0.14 0.05
C -0.89390 -1.34025 -0.41957 -0.11 -0.71 -0.66
N -1.02182 -2.22701 -1.15456 0.14 0.86 0.69
H 1.33083 -0.92070 -0.92087 0.14 -0.04 -0.04
H 1.23534 0.51662 1.42331 -0.15 0.16 -0.16
H -0.78406 1.98800 0.43605 0.27 -0.21 -0.09
H -0.27809 1.21453 -1.17146 -0.25 0.08 0.20
H -1.12180 -0.29940 1.43366 0.09 -0.01 -0.18
```
Forces are in eV/Å.

ORCA calculation (wB97M-V/def2-TZVPD) on C38H34AsFeN4O2S2Si as an isolated structure.

Calculated values
E_tot = -174793.5453 eV
LUMO level (alpha / beta) = 2.4935 / 2.4935 eV
Largest force on an atom = 0.7 eV/A
Energy relative to the best compared isomer or geometry (same formula, charge and spin) = 0.0 kJ/mol
Orbital gap (alpha / beta) = 6.651 / 6.650 eV
Total charge = -1
2S+1 = 1

XYZ file:
```
83
Properties=species:S:1:pos:R:3:forces:R:3
Fe 0.57979 0.10453 0.98103 0.15 0.50 0.40
O -1.68290 -3.23761 0.95775 0.00 0.00 0.00
C -1.15901 -2.13662 0.93702 0.01 0.03 0.03
N 0.15175 -1.78802 0.91932 -0.08 -0.26 0.05
C 1.17913 -2.67534 0.99976 0.03 0.03 0.03
O 1.17005 -3.89218 1.01637 0.00 0.01 0.01
C 2.49378 -1.92553 1.12774 0.03 0.00 0.02
C 3.69413 -2.60999 1.19339 0.00 0.02 0.00
C 4.86347 -1.88619 1.34956 -0.01 0.00 0.00
C 4.79024 -0.50461 1.44299 0.00 0.00 0.00
C 3.55017 0.10543 1.36400 0.03 0.01 -0.03
N 2.42796 -0.58927 1.20750 0.02 -0.18 -0.15
C -2.02591 -0.88922 0.93918 -0.02 0.05 0.04
C -3.40517 -1.00125 0.96151 0.01 0.01 0.01
C -4.16795 0.15192 0.93691 -0.01 0.00 0.00
C -3.52165 1.37871 0.89919 0.01 0.01 0.01
C -2.13790 1.40595 0.89298 -0.01 0.01 -0.03
N -1.39994 0.29783 0.91164 -0.08 -0.21 -0.18
H 3.67031 -3.68797 1.11794 0.00 0.00 0.00
H 5.82058 -2.39042 1.39771 0.00 0.00 0.00
H 5.67872 0.09946 1.56596 0.00 0.00 0.00
H 3.43561 1.18047 1.41381 0.01 0.00 0.00
H -3.83186 -1.99430 0.98264 0.00 0.00 0.00
H -5.24974 0.10060 0.94418 0.00 -0.01 0.00
H -4.07440 2.30797 0.87768 0.00 0.00 0.00
H -1.59465 2.34166 0.86975 0.01 0.00 -0.01
S 1.40681 0.42640 -1.24341 0.08 -0.11 -0.31
C 0.57957 0.80141 -2.75293 0.02 0.14 0.11
C 1.05191 1.88724 -3.50740 -0.01 0.03 0.00
C 0.51437 2.20626 -4.74165 0.00 -0.01 0.01
C -0.52174 1.44515 -5.26879 0.00 -0.01 0.00
C -0.99480 0.36027 -4.54528 -0.02 0.03 -0.02
C -0.45448 0.02829 -3.30573 -0.05 -0.05 0.00
As -1.12136 -1.43792 -2.21456 -0.03 -0.04 -0.04
C -2.46143 -2.16445 -3.46084 0.03 0.02 -0.03
C -2.15564 -2.96937 -4.55596 0.00 0.00 0.01
C -3.15957 -3.44011 -5.39035 -0.01 -0.01 -0.01
C -4.48638 -3.11149 -5.14224 0.00 0.00 -0.01
C -4.80393 -2.31378 -4.05296 0.00 0.00 0.00
C -3.79548 -1.85049 -3.21672 0.00 0.01 0.00
C 0.25670 -2.78681 -2.51934 0.02 0.02 0.06
C 0.04058 -4.04125 -1.95593 -0.01 0.03 0.00
C 0.99513 -5.03982 -2.07840 0.03 -0.03 -0.01
C 2.17967 -4.78834 -2.75553 -0.01 -0.01 0.01
C 2.40648 -3.53376 -3.30561 -0.01 0.02 -0.02
C 1.44989 -2.53432 -3.18599 -0.01 -0.03 -0.06
H 1.86268 2.47684 -3.09570 0.00 0.00 0.00
H 0.90416 3.05473 -5.29271 0.00 0.00 0.00
H -0.95273 1.68590 -6.23290 0.00 0.01 0.00
H -1.79649 -0.23876 -4.95989 0.00 -0.02 0.01
H -1.12274 -3.23048 -4.75515 0.00 0.00 0.00
H -2.90596 -4.06606 -6.23772 0.00 0.00 0.00
H -5.26940 -3.48085 -5.79335 0.00 0.00 0.00
H -5.83699 -2.05837 -3.84938 0.00 0.00 0.00
H -4.04693 -1.23616 -2.35790 0.00 0.00 0.00
H -0.86125 -4.23062 -1.38407 0.01 0.00 0.02
H 0.82452 -6.00307 -1.61442 0.00 0.01 0.00
H 2.93319 -5.56259 -2.83939 0.00 0.00 0.00
H 3.33575 -3.32568 -3.82281 0.00 0.00 0.01
H 1.63880 -1.55370 -3.60399 0.00 0.01 0.01
C -1.11986 4.40483 5.56447 0.01 -0.02 0.00
Si 0.53831 3.55815 5.29963 -0.03 0.04 0.01
C 1.90039 4.72849 5.86833 -0.02 0.00 -0.01
C 0.61571 2.03286 6.37185 0.02 0.00 -0.03
C 0.75551 3.32309 3.44572 0.05 0.04 0.00
C 0.89434 4.47257 2.67695 0.02 -0.04 -0.02
C 1.03810 4.41812 1.29165 0.01 0.02 0.01
C 1.04828 3.17383 0.69338 0.07 -0.02 -0.03
N 0.91457 2.05407 1.39913 -0.09 0.07 0.02
C 0.75449 2.09574 2.74289 -0.04 -0.07 0.09
S 0.51099 0.50926 3.37589 -0.11 -0.04 0.02
H -1.28575 4.62997 6.62107 0.00 0.00 0.00
H -1.93232 3.75882 5.22420 0.00 0.00 0.00
H -1.18188 5.34093 5.00464 0.00 0.00 0.00
H 1.79929 4.94493 6.93498 0.00 0.00 0.00
H 1.88059 5.67946 5.33181 0.00 0.00 0.00
H 2.88205 4.27717 5.70788 0.00 0.00 0.00
H 0.53875 2.33839 7.42014 0.01 0.01 0.00
H 1.55223 1.49161 6.23301 0.00 0.00 0.00
H -0.19203 1.33966 6.14171 0.00 0.00 0.00
H 0.88855 5.44518 3.16181 0.00 0.00 0.00
H 1.14290 5.31391 0.69533 0.00 0.00 0.00
H 1.16922 3.02872 -0.37497 -0.02 -0.01 0.00
```
Forces are in eV/Å.

ORCA calculation (wB97M-V/def2-TZVPD) on an isolated molecule of C2N4 at a distorted geometry.

Calculated values
E_tot = -8027.8668 eV
LUMO level (alpha / beta) = -0.9315 / -4.2184 eV
Largest force on an atom = 5.6 eV/A
Orbital gap (alpha / beta) = 10.240 / 6.776 eV
2S+1 = 3

XYZ file:
```
6
Properties=species:S:1:pos:R:3:forces:R:3
C 1.73971 -0.10434 0.08000 2.05 1.75 -0.18
C -1.73611 -0.00055 0.02672 0.74 0.20 -0.01
N 2.86630 0.26370 -0.01007 0.57 0.10 0.38
N -2.89416 -0.13117 0.02904 -1.78 -0.74 0.14
N 0.61958 -0.56543 -0.06824 -5.55 -0.38 -0.25
N -0.59531 0.53780 -0.05744 3.96 -0.93 -0.08
```
Forces are in eV/Å.